Computed, not measured: one molecule with the formula C5H8O, with ωB97M-V/def2-TZVPD.

Geometry as ORCA input:
```
! wB97M-V def2-TZVPD RIJCOSX def2/J DEFGRID3
* xyz 0 1
O -1.12 2.13 -0.77
C -1.45 0.97 -0.83
C -0.77 -0.13 -0.06
C 0.09 0.32 1.14
C 1.29 -0.48 0.58
C 0.51 -0.69 -0.74
H -2.26 0.65 -1.51
H -1.49 -0.92 0.17
H 0.25 1.40 1.13
H -0.27 0.02 2.13
H 2.23 0.06 0.49
H 1.47 -1.42 1.11
H 0.87 -0.05 -1.56
H 0.44 -1.72 -1.11
*
```

- HOMO level: -9.74 eV
- Electronic energy: -7361.0668 eV
- ΔE to the lowest compared entry with this formula, charge and spin: 114.67 kJ/mol
- SMILES: O=CC1CCC1
- HOMO-LUMO gap: 10.85 eV



Computed, not measured: C5H8O as an isolated structure, with ωB97M-V/def2-TZVPD.

Geometry as ORCA input:
```
! wB97M-V def2-TZVPD RIJCOSX def2/J DEFGRID3
* xyz 0 1
C -1.90 -0.70 0.23
C -0.11 -0.18 0.90
C 1.13 -0.48 0.05
C 0.93 0.41 -1.18
O -0.46 0.40 -1.41
C -1.11 0.44 -0.16
H -0.52 -1.15 1.28
H -2.46 -0.38 1.13
H 0.01 0.50 1.75
H 1.12 -1.53 -0.24
H 2.05 -0.27 0.60
H 1.43 0.03 -2.07
H 1.30 1.43 -0.99
H -1.40 1.47 0.11
*
```

- HOMO level: -8.79 eV
- Electronic energy: -7358.0258 eV
- ΔE to the lowest compared entry with this formula, charge and spin: 408.09 kJ/mol
- HOMO-LUMO gap: 9.74 eV



Computed, not measured: a 2-piece molecular cluster, C5H8O overall, with ωB97M-V/def2-TZVPD.

Geometry as ORCA input:
```
! wB97M-V def2-TZVPD RIJCOSX def2/J DEFGRID3
* xyz 0 1
C 1.97 0.08 -0.59
C 1.17 -0.58 0.22
C 0.22 0.18 1.03
C -0.59 1.11 0.52
H 1.81 1.15 -0.75
H 2.83 -0.37 -1.07
H 1.28 -1.65 0.40
H 0.20 -0.06 2.09
H -0.50 1.40 -0.52
H -1.33 1.63 1.12
C -1.75 -0.70 -0.60
O -0.85 -1.28 -1.17
H -2.32 0.11 -1.08
H -2.13 -1.00 0.39
*
```

- HOMO level: -9.23 eV
- Electronic energy: -7359.3471 eV
- ΔE to the lowest compared entry with this formula, charge and spin: 280.59 kJ/mol
- SMILES: C=CC=C.C=O
- HOMO-LUMO gap: 9.93 eV



Computed, not measured: C5H8O as an isolated structure, with ωB97M-V/def2-TZVPD.

Geometry as ORCA input:
```
! wB97M-V def2-TZVPD RIJCOSX def2/J DEFGRID3
* xyz 0 1
C -1.47 2.10 -0.25
C -0.65 1.03 0.30
C 0.07 0.15 0.82
C 0.22 -0.65 -0.48
C 1.42 -1.88 0.23
O 1.53 -1.71 1.50
H -1.66 2.83 0.55
H -0.96 2.61 -1.07
H -2.43 1.72 -0.60
H -0.66 -1.20 -0.80
H 0.74 -0.17 -1.31
H 0.90 -2.80 -0.12
H 2.29 -1.65 -0.41
H 0.66 -0.40 1.65
*
```

- HOMO level: -8.44 eV
- Electronic energy: -7356.8998 eV
- ΔE to the lowest compared entry with this formula, charge and spin: 516.73 kJ/mol
- HOMO-LUMO gap: 8.82 eV



Computed, not measured: one molecule with the formula C5H8O at a distorted geometry, with ωB97M-V/def2-TZVPD.

Geometry as ORCA input:
```
! wB97M-V def2-TZVPD RIJCOSX def2/J DEFGRID3
* xyz 0 1
C 0.29 -0.28 0.05
C 1.45 0.53 -0.45
C 0.57 -1.72 0.41
O -2.64 1.87 0.18
C -1.83 1.08 -0.56
C -0.99 0.22 -0.01
H -3.29 2.26 -0.41
H -0.73 0.07 1.15
H -0.31 -2.21 0.82
H 2.41 0.19 -0.05
H 1.47 0.45 -1.54
H 1.33 1.59 -0.22
H 0.86 -2.25 -0.50
H 1.41 -1.81 1.11
*
```

- HOMO level (alpha / beta): -7.52 / -7.52 eV
- Electronic energy: -7357.1792 eV
- ΔE to the lowest compared entry with this formula, charge and spin: 489.76 kJ/mol
- HOMO-LUMO gap (alpha / beta): 7.80 / 7.80 eV



Computed, not measured: one molecule with the formula C5H8O at a distorted geometry, with ωB97M-V/def2-TZVPD.

Geometry as ORCA input:
```
! wB97M-V def2-TZVPD RIJCOSX def2/J DEFGRID3
* xyz 0 1
C -1.06 -0.62 -0.58
C 0.20 0.10 -0.95
C -1.01 0.88 -0.51
C 0.30 -0.84 1.94
O 0.94 0.18 1.40
C 1.38 0.02 0.01
H -1.67 -1.01 -1.38
H -1.00 -1.27 0.30
H 0.50 0.15 -2.00
H -1.60 1.38 -1.28
H -0.91 1.45 0.41
H -0.03 -0.36 2.91
H 1.92 -0.92 -0.12
H 2.06 0.86 -0.15
*
```

- HOMO level: -8.58 eV
- Electronic energy: -7357.9672 eV
- ΔE to the lowest compared entry with this formula, charge and spin: 413.74 kJ/mol
- HOMO-LUMO gap: 9.37 eV